Entry from the Open Molecules 2025 dataset: 5 unconnected molecules or ions with the total composition C20H25F15O10 (ωB97M-V/def2-TZVPD).

As for the molar mass: 710.4 g/mol. The lowest unoccupied orbital energy is 0.3 eV. The orbital gap comes out at 11.3619 eV. The relative energy (zero: lowest compared OMol25 entry of this formula, charge and spin) comes out at 16.1 kJ/mol. The HOMO energy is -11.1 eV. The SMILES is CCOC(=O)C(F)(F)F.CCOC(=O)C(F)(F)F.CCOC(=O)C(F)(F)F.CCOC(=O)C(F)(F)F.CCOC(=O)C(F)(F)F.

```
70
C20H25F15O10 ωB97M-V/def2-TZVPD
C 1.711 -3.388 5.178
C -1.463 3.491 -2.447
O -2.678 -5.460 -2.276
F -0.163 -4.274 -4.363
F 2.671 -2.722 7.277
H 3.569 4.949 4.481
O -2.718 -4.686 -4.384
F 0.739 3.433 -3.382
F 3.638 1.056 -0.019
H -0.421 0.042 3.338
F -0.399 3.401 3.956
H 0.097 -0.194 -4.364
F -0.577 -3.438 -2.406
H 1.349 -1.572 3.166
H -0.874 -0.480 4.942
H 1.578 -0.816 -3.689
H 3.742 2.608 5.349
H 4.022 2.010 3.702
C 1.267 0.648 -0.139
H 1.455 0.912 -3.990
H -3.925 0.417 -3.016
C 2.436 -3.772 6.482
C -2.998 2.206 -3.650
C 3.565 4.078 3.821
H -4.084 -6.215 -4.568
H -2.496 0.805 -2.069
C -2.905 0.808 -3.076
F 2.592 0.488 1.788
H -0.043 -2.482 3.616
C -0.022 4.049 -2.467
O 1.585 -4.192 4.302
F 3.609 -4.329 6.174
F -0.089 3.465 1.808
H -4.670 -4.836 -3.678
O 0.246 0.398 0.428
H -5.720 -4.611 -5.813
H -3.756 2.791 -3.133
O 1.511 0.536 -1.426
C -2.153 -4.969 -3.230
H -4.386 -3.411 -5.786
C 0.895 0.037 -3.663
H -0.219 1.172 -2.247
F 0.058 -5.503 -2.601
H -0.226 -0.569 -1.927
C -0.674 -4.553 -3.159
C -0.029 4.184 2.935
C -4.641 -4.467 -5.783
F 1.710 -4.658 7.166
H -3.269 2.149 -4.702
H 4.026 4.415 2.889
F 0.530 3.846 -1.259
O -2.205 3.625 -1.523
H -2.351 0.128 -3.721
H -4.263 -4.933 -6.696
C 0.384 0.266 -2.267
C 0.629 -1.706 3.980
H 5.276 2.951 4.500
F -0.897 5.188 2.852
O 1.278 -2.146 5.179
O 1.750 5.839 2.848
O -1.736 2.877 -3.588
F -0.024 5.356 -2.726
O 2.180 3.757 3.571
C 1.412 4.723 3.114
H 0.686 0.323 4.699
C -4.077 -5.125 -4.549
C 2.489 1.163 0.644
F 2.288 2.454 0.946
C 4.201 2.838 4.389
C -0.025 -0.376 4.264
```

Atom charges from the Mulliken analysis, given in e for atoms 1 to 6:
1. C 0.34
2. C 0.36
3. O -0.52
4. F -0.25
5. F -0.24
6. H 0.42

Entry from the Open Molecules 2025 dataset: 2 unconnected molecules or ions with the total composition C5H10NO2 (ωB97M-V/def2-TZVPD).

As for the molar mass: 116.1 g/mol. The lowest unoccupied orbital energy (alpha / beta) is -1.8 / -1.8 eV. The orbital gap (alpha / beta) comes out at 7.3562 / 7.3536 eV. The relative energy (zero: lowest compared OMol25 entry of this formula, charge and spin) comes out at 783.3 kJ/mol. The HOMO energy (alpha / beta) is -9.2 / -9.2 eV. The multiplicity is 2.

```
18
C5H10NO2 ωB97M-V/def2-TZVPD
C 0.500 -2.082 0.283
H -0.416 -0.941 0.958
N -2.263 1.379 0.018
O -1.107 -0.341 1.336
H -2.052 1.108 2.126
H 1.990 0.340 0.307
C 0.962 -1.425 -0.643
H 3.109 -1.081 -0.037
C -0.930 1.777 -0.377
H -0.235 1.697 0.465
H -0.930 2.754 -0.846
C -2.238 0.592 1.188
H -3.063 -0.118 1.137
C 2.345 -0.385 -0.445
H 0.547 -3.132 0.491
H 0.537 -1.039 -1.553
O 2.770 0.113 -1.524
H -0.529 1.063 -1.110
```

Atom charges from the Mulliken analysis, given in e for atoms 1 to 6:
1. C -0.62
2. H 0.58
3. N -0.41
4. O -0.60
5. H 0.30
6. H 0.19

Entry from the Open Molecules 2025 dataset: C18H36N2O2 in the gas phase (ωB97M-V/def2-TZVPD).

As for the molar mass: 312.5 g/mol. The lowest unoccupied orbital energy is 0.8 eV. The orbital gap comes out at 10.2229 eV. The relative energy (zero: lowest compared OMol25 entry of this formula, charge and spin) comes out at 16.9 kJ/mol. The HOMO energy is -9.4 eV. The SMILES is CCCC(C)(C)NC(=O)CCCCC(=O)NC(C)(C)CCC.

```
58
C18H36N2O2 ωB97M-V/def2-TZVPD
H -2.643 2.504 4.385
H 3.641 -1.412 -1.371
C 1.461 2.128 0.782
N 0.646 0.433 2.293
H -1.404 -0.196 -1.283
O 1.207 -2.255 -1.082
C 2.901 -0.627 -1.534
H -0.549 0.611 5.544
H -0.250 1.838 4.306
H 1.130 1.289 -1.145
H 1.060 3.121 0.574
C -0.996 1.145 4.703
C -1.462 -1.134 -1.827
H -1.952 0.703 2.837
H -2.699 2.766 -2.958
H 0.086 -2.503 -4.599
C -0.776 -1.506 1.849
O -0.788 1.307 0.768
C -1.212 1.351 -3.617
H -2.035 -0.441 -4.489
H 3.806 0.508 0.071
H -0.098 -3.207 -2.987
H 3.202 -0.029 -2.395
H -1.903 2.634 5.983
C -0.526 -2.507 -3.699
C -2.198 1.938 5.201
C -0.573 -1.108 -3.070
H 2.258 2.215 1.523
C 2.804 0.244 -0.276
H 2.325 -0.358 0.499
H -0.596 1.504 -2.729
H -0.848 2.033 -4.389
H -2.494 -1.321 -2.114
H 1.374 -1.926 3.383
H -3.041 1.107 -2.485
H -0.007 -2.037 4.474
N 0.788 -0.716 -2.696
H -2.955 1.269 5.605
C 0.620 -1.348 3.915
H -3.288 1.615 -4.158
H 2.610 2.249 -1.046
H -1.528 -2.838 -3.957
H 1.585 0.480 2.654
C -1.070 -0.096 -4.116
C -1.405 0.160 3.610
H -1.332 -2.315 2.314
H 1.191 0.034 -3.233
C 1.550 -1.302 -1.752
C 1.993 1.518 -0.519
H 1.120 -0.687 4.620
H 0.036 -1.931 1.261
H -1.435 -0.963 1.180
H -0.374 -0.125 -4.959
C -2.651 1.729 -3.283
H -1.132 -1.930 -1.167
C 0.312 1.259 1.284
H -2.074 -0.593 4.030
C -0.230 -0.558 2.921
```

Atom charges from the Mulliken analysis, given in e for atoms 1 to 6:
1. H 0.33
2. H 0.43
3. C -1.16
4. N 0.09
5. H 0.14
6. O -0.65

Entry from the Open Molecules 2025 dataset: C7H11NO in the gas phase (ωB97M-V/def2-TZVPD).

As for the molar mass: 125.2 g/mol. The lowest unoccupied orbital energy is 1.0 eV. The orbital gap comes out at 10.0066 eV. The relative energy (zero: lowest compared OMol25 entry of this formula, charge and spin) comes out at 149.2 kJ/mol. The HOMO energy is -9.0 eV. The SMILES is CCN1[C@@H]2CCC(=O)[C@@H]21.

```
20
C7H11NO ωB97M-V/def2-TZVPD
H 0.899 -0.193 -1.741
H 2.740 0.597 0.341
H -1.867 -2.814 0.109
N 0.160 0.406 0.293
C -0.091 -1.850 -0.582
C -1.345 -1.882 0.241
C 0.939 1.640 0.250
H 1.103 1.975 -0.789
H 0.358 2.391 0.764
H 2.885 2.266 0.997
C -0.973 0.369 -0.594
C 2.260 1.372 0.948
C 0.240 -0.420 -0.885
C -2.094 -0.602 -0.161
O 0.591 -2.804 -0.896
H -2.792 -0.163 0.601
H -2.843 -0.790 -1.000
H -1.237 1.309 -1.116
H -1.040 -1.801 1.261
H 2.106 0.994 1.960
```

Atom charges from the Mulliken analysis, given in e for atoms 1 to 6:
1. H 0.40
2. H 0.29
3. H 0.41
4. N -0.28
5. C 0.11
6. C -0.63

Entry from the Open Molecules 2025 dataset: a molecular structure, CH4I2OSi (ωB97M-V/def2-TZVPD).

As for the molar mass: 313.9 g/mol. The lowest unoccupied orbital energy is -0.7 eV. The orbital gap comes out at 8.5226 eV. The relative energy (zero: lowest compared OMol25 entry of this formula, charge and spin) comes out at 326.0 kJ/mol. The HOMO energy is -9.2 eV.

```
9
CH4I2OSi ωB97M-V/def2-TZVPD
H -2.073 0.062 1.640
O -0.996 -0.446 -0.022
C -2.139 -0.028 0.524
I -2.767 1.936 -0.010
Si 0.437 0.144 -0.627
H 1.147 -1.095 -0.939
H 0.499 0.756 -1.844
H 0.906 1.284 0.134
I -3.962 -1.411 -0.041
```

Atom charges from the Mulliken analysis, given in e for atoms 1 to 6:
1. H 0.41
2. O -0.08
3. C -0.46
4. I 0.08
5. Si 0.38
6. H -0.10

Entry from the Open Molecules 2025 dataset: 3 unconnected molecules or ions with the total composition C15H37O4PS (ωB97M-V/def2-TZVPD).

As for the molar mass: 344.5 g/mol. The lowest unoccupied orbital energy is 0.7 eV. The orbital gap comes out at 8.6037 eV. The HOMO energy is -7.9 eV. The SMILES is CCCP(C)CCCS.COCCOC.COCCOC.

```
58
C15H37O4PS ωB97M-V/def2-TZVPD
H 2.347 5.709 1.776
H 3.347 -2.681 3.357
H -2.761 -0.500 -3.729
H 0.548 3.205 -0.098
O -0.260 -4.382 2.867
H 5.247 1.468 -0.784
H -1.810 3.942 -0.866
O 1.890 -2.623 1.895
H -0.272 -3.824 0.865
C 2.741 4.708 1.535
H 4.428 -0.049 -0.504
C 1.760 -4.002 1.576
H 1.938 4.006 1.753
H -6.605 -1.482 -4.044
C 2.291 -2.416 3.241
H 2.523 5.472 -0.462
H -5.827 -1.271 -1.732
C -2.276 -1.146 -2.994
H 3.583 4.567 2.220
C -3.869 -0.416 -1.408
H -5.352 -0.908 -5.164
H -0.492 0.554 -0.180
H -1.295 -3.164 4.128
H 3.989 3.287 -1.414
H -2.016 -3.347 2.516
C 0.307 -4.433 1.565
H 2.167 -1.359 3.472
C -5.557 -1.178 -4.129
C -0.087 2.543 0.496
H -3.332 0.517 -1.602
S -1.808 2.754 -0.179
H 5.260 0.775 0.862
C 1.667 0.739 -0.217
H 0.212 0.626 1.428
C -5.289 -0.341 -1.935
H 1.937 -0.280 0.106
H -5.812 0.471 -1.421
C -1.074 -3.238 3.063
H -0.569 -2.322 2.748
H -4.910 -2.014 -3.851
H 0.251 -5.474 1.231
C 3.147 3.381 -0.714
C 3.172 4.748 0.045
H -1.404 -0.636 -2.573
H 1.688 -3.000 3.939
H 1.656 0.715 -1.318
C 4.658 0.920 -0.037
O -3.168 -1.525 -1.959
H 2.343 -4.616 2.267
H 4.200 5.125 -0.007
H 2.175 -4.139 0.572
P 3.065 1.851 0.369
H 2.246 3.358 -1.353
H -1.941 -2.054 -3.495
O -5.314 -0.037 -3.324
C 0.292 1.041 0.417
H -3.903 -0.565 -0.325
H -0.074 2.942 1.514
```

Atom charges from the Mulliken analysis, given in e for atoms 1 to 6:
1. H 0.35
2. H 0.29
3. H 0.33
4. H -0.13
5. O -0.39
6. H 0.35

Across the entries above, E takes the values -3027.57962 -401.39708 -967.52228 -403.27715 -1000.58562 -1634.08402 hartree, respectively.
Across the entries above, largest force on an atom takes the values 1.03 5.42 0.85 1.85 2.96 1.20 eV/A, respectively.